No. 1
Computed, not measured: 8 unconnected molecules or ions with the total composition C20H61N5O8 at a distorted geometry, with ωB97M-V with the def2-TZVPD basis set.

Computed properties:
- HOMO-LUMO gap: 8.977 eV
- SMILES string: COC[C@H](C)N.COC[C@H](C)N.COC[C@H](C)N.COC[C@H](C)N.COC[C@H](C)N.O.O.O
- HOMO: -8.6250 eV

Element x y z (Å)
C -21.87 12.75 -18.19
O -22.30 13.98 -17.50
C -22.14 15.16 -18.22
C -22.58 16.39 -17.38
C -22.74 17.66 -18.28
N -21.61 16.67 -16.33
H -20.91 12.97 -18.65
H -22.55 12.49 -19.01
H -21.66 11.96 -17.47
H -21.07 15.17 -18.40
H -22.69 15.02 -19.14
H -23.55 16.37 -16.87
H -23.46 17.36 -19.04
H -21.76 17.93 -18.66
H -23.16 18.52 -17.74
H -21.62 15.89 -15.70
H -22.09 17.33 -15.73
C -14.31 13.78 -18.90
O -15.38 13.53 -18.00
C -15.82 14.68 -17.25
C -17.18 14.40 -16.52
C -18.46 14.06 -17.21
N -17.41 15.50 -15.62
H -14.72 14.42 -19.68
H -14.07 12.78 -19.27
H -13.35 14.14 -18.53
H -15.07 15.09 -16.56
H -15.84 15.51 -17.95
H -17.00 13.56 -15.84
H -19.28 13.88 -16.51
H -18.32 13.09 -17.68
H -18.88 14.88 -17.79
H -16.47 15.80 -15.40
H -17.61 16.30 -16.20
C -21.94 25.27 -14.93
O -20.99 24.21 -15.08
C -21.40 22.86 -15.18
C -20.15 22.03 -15.37
C -20.40 20.64 -15.72
N -19.14 22.30 -14.28
H -22.67 25.20 -14.12
H -22.59 25.38 -15.79
H -21.45 26.24 -14.80
H -21.95 22.76 -14.24
H -22.20 22.72 -15.91
H -19.67 22.44 -16.26
H -21.15 20.24 -15.03
H -19.52 20.00 -15.66
H -20.81 20.48 -16.71
H -18.20 21.98 -14.45
H -19.03 23.29 -14.13
C -16.84 15.19 -12.37
O -15.64 15.05 -11.61
C -15.68 14.12 -10.47
C -14.20 13.92 -9.99
C -13.67 15.20 -9.30
N -13.32 13.46 -10.98
H -17.55 15.81 -11.82
H -17.25 14.20 -12.55
H -16.62 15.71 -13.30
H -16.33 14.58 -9.72
H -15.99 13.10 -10.69
H -14.13 13.06 -9.33
H -14.26 15.34 -8.39
H -13.69 16.11 -9.89
H -12.59 15.07 -9.24
H -13.56 12.50 -11.18
H -13.53 13.99 -11.81
C -19.66 12.01 -13.83
O -19.54 12.62 -12.57
C -20.47 13.76 -12.48
C -20.29 14.33 -11.04
C -20.81 13.49 -9.90
N -20.69 15.73 -10.95
H -19.23 11.02 -13.75
H -19.08 12.63 -14.52
H -20.67 11.97 -14.24
H -20.10 14.43 -13.25
H -21.51 13.57 -12.74
H -19.20 14.40 -10.97
H -21.89 13.36 -9.99
H -20.67 14.04 -8.97
H -20.30 12.55 -9.70
H -20.29 16.28 -11.70
H -20.31 16.21 -10.15
O -19.42 16.97 -13.90
H -19.14 17.70 -14.45
H -19.19 16.19 -14.40
O -19.31 17.90 -16.88
H -19.21 18.48 -17.63
H -20.19 17.53 -16.97
O -21.65 18.70 -12.67
H -22.43 18.69 -13.22
H -21.03 18.13 -13.13



No. 2
Computed, not measured: 11 unconnected molecules or ions with the total composition C20H62O21 at a distorted geometry, with ωB97M-V with the def2-TZVPD basis set.

Computed properties:
- HOMO-LUMO gap: 9.445 eV
- SMILES string: OCCO.OCCO.OCCO.OCCO.OCCO.OCCO.OCCO.OCCO.OCCO.OCCO.O
- HOMO: -9.0254 eV

Element x y z (Å)
O 3.85 -0.83 1.24
C 2.74 -1.53 1.60
C 2.32 -2.45 0.44
O 1.03 -2.83 0.82
H 3.86 -0.13 1.85
H 2.76 -2.16 2.49
H 2.04 -0.68 1.86
H 2.96 -3.35 0.34
H 2.05 -1.89 -0.43
H 0.53 -2.03 1.01
O -0.92 2.08 4.38
C -1.25 0.94 3.66
C 0.01 0.08 3.51
O -0.51 -1.04 2.77
H -0.66 2.82 3.79
H -2.07 0.39 4.05
H -1.55 1.25 2.73
H 0.31 -0.15 4.56
H 0.78 0.67 2.99
H -1.02 -0.81 2.04
O 1.14 -4.71 -5.44
C 0.71 -3.46 -5.99
C -0.03 -2.77 -4.83
O 0.70 -3.04 -3.64
H 0.88 -5.33 -6.06
H 1.51 -2.90 -6.48
H 0.00 -3.59 -6.82
H -0.94 -3.24 -4.75
H -0.10 -1.71 -4.91
H 1.04 -3.94 -3.63
O -1.84 4.12 2.45
C -1.91 5.44 2.92
C -1.11 5.54 4.21
O -1.55 6.76 4.85
H -2.58 4.05 1.85
H -1.38 5.86 2.05
H -2.93 5.69 3.16
H -0.01 5.65 4.05
H -1.38 4.69 4.88
H -1.06 6.88 5.67
O -3.87 2.60 0.97
C -5.03 2.90 1.74
C -5.14 1.85 2.78
O -6.31 2.09 3.45
H -3.97 1.72 0.53
H -5.02 3.93 2.19
H -5.95 2.83 1.21
H -4.36 1.90 3.54
H -5.11 0.81 2.31
H -6.26 1.64 4.27
O -3.59 -3.45 -4.37
C -3.49 -2.10 -4.03
C -2.63 -1.97 -2.74
O -2.50 -0.55 -2.34
H -4.13 -3.85 -3.75
H -2.95 -1.58 -4.82
H -4.45 -1.65 -3.86
H -1.66 -2.45 -2.92
H -3.26 -2.46 -2.02
H -1.58 -0.30 -2.14
O 3.10 -0.25 -2.98
C 3.76 -1.46 -3.17
C 5.27 -1.32 -3.68
O 5.84 -2.59 -3.83
H 3.66 0.45 -3.30
H 3.62 -2.15 -2.33
H 3.42 -1.87 -4.05
H 5.83 -0.84 -2.91
H 5.39 -0.64 -4.52
H 5.38 -3.16 -4.44
O 0.56 -0.34 -1.88
C 0.76 0.64 -0.81
C -0.57 1.03 -0.17
O -0.34 2.25 0.59
H 1.40 -0.59 -2.28
H 1.35 0.33 0.01
H 1.28 1.40 -1.39
H -1.03 0.38 0.55
H -1.27 1.27 -0.99
H -1.19 2.50 0.91
O -3.66 -3.08 3.36
C -3.38 -2.35 2.18
C -2.40 -3.17 1.33
O -1.97 -2.44 0.21
H -2.92 -3.13 3.99
H -4.29 -2.21 1.52
H -3.00 -1.29 2.44
H -2.92 -4.08 0.97
H -1.54 -3.47 1.90
H -1.60 -3.10 -0.44
O 4.64 3.21 0.46
C 5.41 2.03 0.46
C 5.12 1.27 -0.85
O 5.62 -0.05 -0.65
H 3.89 3.08 0.97
H 6.37 2.47 0.49
H 5.41 1.23 1.29
H 5.40 1.79 -1.77
H 4.09 1.15 -0.81
H 4.87 -0.60 -0.20
O 2.20 2.35 1.44
H 1.88 2.79 2.17
H 1.40 2.21 0.99



No. 3
Computed, not measured: 14 unconnected molecules or ions with the total composition C20H69N21O14 at a distorted geometry, with ωB97M-V with the def2-TZVPD basis set.

Computed properties:
- HOMO-LUMO gap: 9.569 eV
- HOMO: -9.5080 eV

Element x y z (Å)
C 0.11 -0.84 5.97
C 0.76 -0.69 4.57
O 0.55 -1.85 3.74
H -0.03 0.14 6.42
H 0.69 -1.47 6.64
H -0.87 -1.32 5.91
H 1.83 -0.50 4.69
H 0.31 0.20 4.12
H 1.01 -2.56 4.20
C 3.01 -8.14 1.70
C 4.04 -7.25 2.42
O 3.42 -6.42 3.40
H 2.45 -8.76 2.40
H 3.47 -8.89 1.05
H 2.23 -7.65 1.13
H 4.50 -6.62 1.65
H 4.87 -7.75 2.91
H 3.19 -5.54 3.06
C 4.41 -1.67 5.77
C 3.41 -2.81 5.59
O 3.35 -3.12 4.21
H 5.43 -1.85 5.43
H 4.58 -1.47 6.83
H 4.00 -0.77 5.30
H 2.48 -2.34 5.92
H 3.56 -3.65 6.28
H 4.28 -3.11 3.93
C 2.32 -4.44 0.66
O 3.35 -3.77 0.71
N 1.34 -4.32 1.59
N 2.06 -5.31 -0.30
H 0.51 -4.87 1.38
H 1.41 -3.56 2.25
H 1.33 -5.99 -0.37
H 2.76 -5.44 -1.02
C 3.06 -0.10 1.18
O 3.36 -0.35 2.34
N 1.86 -0.37 0.54
N 3.81 0.67 0.39
H 1.43 -1.24 0.79
H 1.65 0.20 -0.25
H 3.39 0.90 -0.49
H 4.78 0.81 0.63
C 6.52 -1.89 0.19
O 6.38 -1.10 -0.75
N 5.67 -1.93 1.23
N 7.37 -2.92 0.26
H 4.86 -1.39 1.48
H 5.70 -2.77 1.79
H 8.09 -2.98 -0.43
H 7.32 -3.46 1.12
C 3.83 -3.63 -3.12
O 3.96 -4.76 -2.61
N 3.99 -2.48 -2.44
N 3.27 -3.43 -4.34
H 4.15 -2.59 -1.45
H 3.88 -1.58 -2.85
H 3.15 -4.23 -4.93
H 3.17 -2.47 -4.60
C -2.87 -4.74 -0.46
O -3.99 -5.21 -0.32
N -2.25 -4.54 -1.64
N -2.05 -4.39 0.56
H -1.42 -3.98 -1.59
H -2.86 -4.42 -2.44
H -1.19 -3.91 0.37
H -2.37 -4.49 1.50
C 7.22 -4.41 3.58
O 6.62 -3.57 4.26
N 8.53 -4.67 3.69
N 6.66 -4.92 2.47
H 8.95 -5.15 2.92
H 9.11 -4.22 4.38
H 7.06 -5.74 2.04
H 5.72 -4.71 2.17
C 6.45 -6.83 -0.79
O 7.24 -7.06 0.12
N 6.39 -5.71 -1.55
N 5.31 -7.55 -1.03
H 7.05 -5.03 -1.21
H 5.51 -5.50 -1.99
H 5.13 -7.60 -2.02
H 5.08 -8.37 -0.50
C 0.29 -5.14 5.77
O -0.30 -4.64 6.74
N -0.30 -5.06 4.58
N 1.50 -5.71 5.78
H 0.09 -5.50 3.76
H -1.14 -4.51 4.50
H 1.87 -5.82 6.71
H 2.02 -6.18 5.06
C -1.85 -0.58 1.31
O -2.46 -0.22 0.32
N -2.02 -0.11 2.56
N -0.93 -1.57 1.27
H -2.50 0.78 2.60
H -1.55 -0.47 3.37
H -0.21 -1.64 1.99
H -0.65 -1.76 0.32
C -0.89 -8.24 0.48
O -0.25 -7.28 0.04
N -1.03 -9.37 -0.23
N -1.34 -8.32 1.74
H -1.54 -10.12 0.20
H -0.45 -9.56 -1.03
H -1.20 -7.54 2.36
H -2.16 -8.89 1.87
C 2.65 -8.72 -3.66
C 1.53 -8.31 -2.70
C 0.11 -8.00 -3.34
O -0.03 -6.85 -4.20
C 0.63 -5.69 -3.74
N 1.51 -9.32 -1.61
H 3.47 -9.29 -3.21
H 3.04 -7.87 -4.22
H 2.34 -9.45 -4.41
H 1.85 -7.43 -2.14
H -0.54 -7.73 -2.50
H -0.35 -8.80 -3.92
H 1.69 -5.79 -3.95
H 0.50 -5.47 -2.68
H 0.19 -4.85 -4.29
H 2.49 -9.55 -1.52
H 1.40 -8.88 -0.70



No. 4
Computed, not measured: 15 unconnected molecules or ions with the total composition C20H70N6O15 at a distorted geometry, with ωB97M-V with the def2-TZVPD basis set.

Computed properties:
- HOMO-LUMO gap: 8.855 eV
- HOMO: -8.7341 eV

Element x y z (Å)
C 9.89 -9.09 15.67
C 10.24 -9.45 17.07
O 9.21 -9.03 17.96
H 10.74 -9.30 14.97
H 9.54 -8.13 15.69
H 9.13 -9.72 15.31
H 11.19 -8.90 17.27
H 10.48 -10.50 17.18
H 9.34 -9.58 18.72
C 11.52 -11.94 8.97
C 10.88 -12.92 9.87
O 11.82 -13.96 10.26
H 10.89 -11.10 8.83
H 11.74 -12.30 7.90
H 12.43 -11.54 9.38
H 10.01 -13.23 9.53
H 10.64 -12.43 10.83
H 12.08 -14.41 9.47
C 10.29 -13.56 15.02
C 9.09 -12.63 15.15
O 7.86 -13.38 15.29
H 11.16 -13.06 15.28
H 10.47 -13.77 13.98
H 10.22 -14.40 15.72
H 8.98 -12.23 14.13
H 9.31 -11.80 15.87
H 7.86 -14.04 14.64
C 12.37 -11.74 12.82
C 12.94 -10.86 13.93
O 13.03 -9.51 13.64
H 11.25 -11.49 12.77
H 12.43 -12.76 13.09
H 12.84 -11.56 11.87
H 13.93 -11.14 14.32
H 12.18 -11.00 14.80
H 13.38 -9.02 14.35
C 8.35 -5.43 15.17
C 7.32 -6.40 14.84
O 6.09 -5.86 14.55
H 7.99 -4.73 15.92
H 8.49 -4.82 14.25
H 9.26 -5.82 15.53
H 7.28 -7.04 15.71
H 7.77 -7.18 14.16
H 5.41 -6.04 15.20
C 8.43 -11.26 7.35
O 8.82 -12.60 7.23
N 8.79 -10.35 6.49
N 7.76 -10.80 8.37
H 9.17 -10.66 5.59
H 8.12 -9.52 6.58
H 7.69 -11.51 9.20
H 7.68 -9.82 8.56
C 7.04 -7.95 7.96
O 5.68 -7.91 7.72
N 7.86 -7.80 6.97
N 7.57 -8.17 9.16
H 7.45 -7.44 6.10
H 8.93 -7.80 6.97
H 6.95 -8.30 9.96
H 8.49 -7.84 9.22
C 13.03 -8.87 10.16
O 12.57 -8.22 9.00
N 12.18 -9.33 11.03
N 14.29 -8.87 10.57
H 11.17 -9.57 10.77
H 12.52 -9.84 11.85
H 15.03 -8.37 9.94
H 14.68 -9.22 11.40
C 8.70 -10.08 11.70
O 9.55 -9.93 10.52
H 7.92 -10.86 11.60
H 8.18 -9.09 11.89
H 9.19 -10.43 12.67
H 9.00 -9.90 9.75
C 9.92 -7.12 12.35
O 11.30 -7.02 11.96
H 9.61 -6.24 12.95
H 9.76 -8.05 12.93
H 9.27 -7.09 11.49
H 11.62 -7.86 11.74
C 10.15 -6.13 8.79
O 10.13 -7.50 9.04
H 9.18 -5.68 8.41
H 10.75 -6.03 7.82
H 10.58 -5.42 9.59
H 11.03 -7.65 9.21
C 5.03 -10.55 10.65
O 4.31 -9.83 11.61
H 4.49 -10.73 9.79
H 5.20 -11.61 10.82
H 5.95 -10.11 10.44
H 3.83 -10.48 12.09
C 4.91 -6.76 11.13
O 6.10 -7.15 11.74
H 5.10 -5.88 10.43
H 4.11 -6.65 11.73
H 4.69 -7.64 10.49
H 6.14 -6.74 12.60
C 6.16 -10.73 14.15
O 6.22 -9.52 13.45
H 5.15 -10.98 14.49
H 6.64 -10.55 15.13
H 6.67 -11.52 13.59
H 5.67 -9.59 12.66
C 6.77 -13.85 9.04
O 7.33 -13.02 10.02
H 7.48 -14.52 8.65
H 6.29 -13.41 8.26
H 6.09 -14.51 9.60
H 7.46 -13.58 10.79



Electronic energy
In order: -1674.1103 -2378.9128 -3007.0122 -2260.8456
Unit: Ha
Energy above the lowest of the compared OMol25 structures with the same formula, charge and spin
In order: 71.1 96.2 43.5 79.0
Unit: kcal per mole